Entry from the Open Molecules 2025 dataset: a structure of composition C7H12F9NO12S3V at a distorted geometry (ωB97M-V/def2-TZVPD).

Cartesian coordinates (Å):
1 C -8.693 22.896 8.480
2 O -12.020 27.924 7.577
3 C -9.889 31.127 5.309
4 H -7.816 21.064 8.987
5 O -7.357 31.628 5.453
6 O -6.768 26.798 6.619
7 O -8.215 30.888 3.288
8 F -4.731 24.879 8.083
9 O -7.430 26.812 3.882
10 H -5.909 24.506 5.690
11 H -7.461 24.653 7.960
12 H -8.862 23.176 9.517
13 O -5.652 28.519 7.928
14 O -6.770 26.588 9.051
15 H -5.289 23.139 6.595
16 S -6.109 27.141 7.890
17 H -9.970 23.149 6.820
18 O -9.698 28.008 6.754
19 C -7.463 23.558 7.897
20 H -9.911 24.453 7.773
21 O -7.375 23.193 6.541
22 F -10.127 32.357 4.871
23 F -10.802 30.294 4.757
24 F -8.817 28.569 9.423
25 H -6.583 23.280 8.491
26 H -9.522 20.927 8.781
27 N -9.972 23.421 7.814
28 F -3.918 26.275 6.640
29 F -10.529 27.660 10.415
30 C -6.113 23.468 5.959
31 C -10.106 28.354 9.363
32 F -10.727 29.534 9.382
33 V -8.397 27.110 5.110
34 C -4.503 26.158 7.832
35 S -8.177 30.659 4.725
36 H -6.110 22.912 5.024
37 O -7.934 29.245 5.060
38 O -9.098 25.662 5.465
39 O -10.572 26.053 7.999
40 H -8.506 20.987 7.349
41 F -10.002 31.043 6.623
42 F -3.625 26.678 8.682
43 S -10.628 27.502 7.772
44 H -10.833 22.949 8.079
45 C -8.634 21.400 8.346

Calculated values
- HOMO level: -6.80 eV
- F_max: 3.44 eV/A
- Molecular weight: 620.3 g/mol
- Lowest unoccupied orbital energy: 1.36 eV
- ΔE to the lowest compared entry with this formula, charge and spin: 0.0 kJ/mol
- HOMO-LUMO gap: 8.2 eV
- Charge: -1

Mulliken atomic charge list, values in e, 4 entries: 0.108, -0.670, 0.636, 0.404

Entry from the Open Molecules 2025 dataset: a structure of composition C6H80NO34 at a distorted geometry (ωB97M-V/def2-TZVPD).

Cartesian coordinates (Å):
1 C 0.193 0.388 -1.033
2 O 4.352 2.274 -4.594
3 H -2.793 0.948 4.904
4 H -5.673 -1.997 4.466
5 H 6.036 -0.684 -3.679
6 H 4.421 1.194 -1.500
7 O -3.512 -0.309 6.999
8 H -0.613 -0.189 -1.374
9 O -2.979 0.472 -2.117
10 O 1.565 1.144 4.421
11 H 2.042 0.807 2.764
12 H -1.612 -0.127 -4.098
13 H -0.973 4.182 0.388
14 H -5.174 3.528 4.805
15 H -4.554 1.470 4.468
16 O 1.319 -2.249 2.150
17 H 1.382 -0.827 -5.334
18 H 0.456 -2.827 -5.127
19 H 1.816 -2.092 2.857
20 H -0.351 -0.616 0.701
21 H 2.585 1.821 -3.900
22 H 2.881 -5.058 -4.808
23 H -0.461 -2.346 3.178
24 H -5.498 -0.613 2.203
25 H -6.707 -2.347 5.374
26 H 0.736 1.687 4.670
27 H 3.537 -0.766 -3.776
28 H -3.750 0.655 -1.582
29 H 2.693 -5.121 -3.353
30 H -6.110 -0.221 3.225
31 H 6.840 -3.174 -1.706
32 H -2.110 1.987 -1.737
33 O 6.969 -0.202 -0.293
34 H -4.476 3.446 1.137
35 H -0.805 4.004 -1.165
36 O -3.065 1.478 2.758
37 H -3.774 2.162 1.721
38 C 1.422 -0.367 -1.256
39 H -2.337 -0.335 2.298
40 H -3.138 0.520 7.715
41 H 4.592 1.510 -4.112
42 H -1.876 -1.653 -2.751
43 H -0.334 -1.873 -3.864
44 O 5.087 -3.335 -3.530
45 H 2.928 2.913 -1.003
46 H 1.758 -3.499 -5.093
47 H 4.867 3.032 -4.400
48 H 6.475 -0.965 -0.802
49 H -2.302 -1.868 -1.354
50 O -5.777 -2.586 5.162
51 O -4.687 2.587 1.436
52 O 2.675 -4.564 -4.013
53 H 2.604 1.067 1.263
54 H 1.387 -1.361 -0.910
55 C -1.934 0.617 2.271
56 H 3.015 -2.046 -2.854
57 O -4.287 3.855 6.296
58 O 3.908 0.440 -6.595
59 H 0.253 -0.959 -2.802
60 H -0.959 2.162 1.014
61 H -2.401 -0.358 -5.462
62 H 3.910 -2.928 -0.139
63 O 5.183 0.720 -1.514
64 H 2.034 -2.114 1.319
65 H -3.189 -0.096 -2.935
66 O -5.894 3.122 4.229
67 O 1.212 -2.781 -5.445
68 O 1.779 -0.471 -2.681
69 C 3.039 -1.152 -2.797
70 H 6.358 0.342 -0.277
71 C -1.368 1.195 0.944
72 H 5.561 -2.586 -2.373
73 O -2.075 -2.164 0.265
74 H -3.820 -0.085 3.926
75 H 0.726 0.499 -5.367
76 O -3.162 1.498 7.874
77 H -0.570 -1.937 4.944
78 O -5.980 -1.028 2.859
79 H 1.204 1.878 -3.627
80 H 2.265 1.666 4.581
81 H -3.486 4.364 6.204
82 H -4.461 -0.379 7.273
83 H -4.036 2.919 6.569
84 H 0.061 1.340 -1.133
85 H 4.082 -2.961 1.253
86 H 0.511 0.729 1.040
87 O -0.352 3.843 -0.339
88 O -7.018 0.683 3.861
89 H -2.928 -1.039 7.042
90 H -5.518 3.190 3.393
91 H 3.897 -0.894 -2.326
92 H -1.302 0.557 3.167
93 H 3.093 0.086 -6.020
94 H -7.505 0.429 4.733
95 H -6.591 1.485 3.920
96 N -0.245 0.328 0.458
97 O -2.733 -1.852 -2.259
98 H -2.148 -3.144 0.339
99 O -2.293 0.154 -4.710
100 O -1.842 2.905 -1.811
101 H -2.321 3.351 -2.561
102 H 2.316 1.869 -2.017
103 H 4.328 0.938 -5.894
104 O 3.774 -2.271 0.595
105 H -4.038 1.494 8.454
106 H 4.334 -3.802 -3.795
107 O 1.950 1.975 -3.151
108 H 5.542 1.573 -1.550
109 H -2.194 1.211 0.111
110 H 5.838 0.144 -2.421
111 C -3.559 0.934 4.021
112 H -2.980 -1.865 0.381
113 O 5.674 0.102 -3.444
114 O 6.207 -2.450 -1.786
115 O 2.045 0.449 1.723
116 O -0.529 -1.137 -3.312
117 H 5.542 -3.447 -4.444
118 O -0.879 -2.425 4.061
119 O 2.870 2.061 -1.326
120 H 2.367 0.072 -0.846
121 O 1.538 0.028 -5.850

Calculated values
- HOMO level: -11.42 eV
- F_max: 13.24 eV/A
- Molecular weight: 710.7 g/mol
- Lowest unoccupied orbital energy: -2.84 eV
- ΔE to the lowest compared entry with this formula, charge and spin: 434.5 kJ/mol
- HOMO-LUMO gap: 8.6 eV
- Charge: +1

Mulliken atomic charge list, values in e, 4 entries: -0.579, -0.680, 0.133, 0.350

Entry from the Open Molecules 2025 dataset: a cluster of 2 separate species, C7HF4N2O2 in total at a distorted geometry (ωB97M-V/def2-TZVPD).

Cartesian coordinates (Å):
1 F -1.224 1.755 3.062
2 O 2.355 -1.269 2.519
3 C 1.402 0.530 -1.529
4 C 0.185 -1.952 1.849
5 C -1.714 -0.467 2.364
6 C -1.142 -1.714 1.863
7 N 2.158 0.111 -0.577
8 F -2.024 -2.626 1.410
9 C 0.599 0.315 2.705
10 H 3.124 0.425 -0.685
11 C -0.728 0.551 2.717
12 N 0.616 0.867 -2.368
13 F 1.484 1.268 3.043
14 O -2.934 -0.282 2.462
15 F 0.685 -3.112 1.388
16 C 1.164 -0.991 2.359

Calculated values
- HOMO level: -3.21 eV
- F_max: 2.73 eV/A
- Molecular weight: 221.1 g/mol
- Lowest unoccupied orbital energy: 0.43 eV
- HOMO-LUMO gap: 3.6 eV
- Charge: -1

Mulliken atomic charge list, values in e, 4 entries: -0.288, -0.550, 0.305, 0.346